No. 1
C20H30AsB2F6Mg2N2O28 as an isolated structure in a non-equilibrium geometry. Source: OMol25; level of theory: ωB97M-V/def2-TZVPD.

Geometry as ORCA input:
```
! wB97M-V def2-TZVPD RIJCOSX def2/J DEFGRID3
* xyz 0 2
Mg 0.710 -3.033 -1.282
Mg -1.993 1.218 1.636
O 0.363 7.943 -3.276
C 0.392 6.862 -2.654
O -0.518 5.864 -2.711
B 0.021 4.642 -1.977
O 1.274 5.092 -1.426
C 1.543 6.274 -1.861
O 2.533 6.916 -1.582
O 0.259 3.506 -2.905
C -0.420 2.443 -2.387
O -0.263 1.245 -2.704
C -0.981 2.831 -1.025
O -0.783 4.055 -0.845
O -1.464 2.082 -0.228
O 6.995 2.863 -1.149
C 5.797 2.532 -1.451
O 5.530 1.350 -1.835
B 4.120 1.350 -2.119
O 3.603 2.691 -2.047
C 4.556 3.474 -1.599
O 4.452 4.707 -1.326
O 3.425 0.373 -1.246
C 2.723 -0.484 -2.002
O 2.053 -1.506 -1.576
C 2.967 -0.105 -3.509
O 3.833 0.913 -3.565
O 2.510 -0.715 -4.522
N -1.708 -1.199 -0.258
O -1.636 -0.467 0.662
O -0.730 -1.632 -0.823
O -2.852 -1.505 -0.511
N 0.163 -3.156 -4.485
O 0.653 -4.172 -4.973
O 0.252 -2.954 -3.260
O -0.510 -2.381 -5.199
As 1.707 -3.138 2.208
F 2.291 -3.243 3.857
F 1.066 -1.486 2.405
F 1.180 -3.103 0.520
F 2.361 -4.751 1.868
F 0.169 -3.879 2.787
F 3.291 -2.294 1.601
C -3.231 3.822 2.725
O -2.322 2.763 2.697
C -1.446 2.752 3.771
C -0.050 2.561 3.246
O -0.082 1.554 2.174
C 1.266 1.394 1.734
H -2.813 4.820 2.596
H -3.850 3.784 3.622
H -4.001 3.827 1.954
H -1.564 1.875 4.407
H -1.471 3.601 4.454
H 0.708 2.226 3.953
H 0.284 3.503 2.812
H 1.214 0.805 0.819
H 1.902 0.968 2.511
H 1.720 2.326 1.399
C 3.504 -4.339 -2.225
O 2.079 -4.343 -1.858
C 1.552 -5.668 -1.843
C 0.008 -5.703 -1.867
O -0.526 -4.547 -1.139
C -1.911 -4.763 -0.841
H 3.728 -4.900 -3.132
H 3.995 -4.978 -1.492
H 3.963 -3.359 -2.357
H 1.913 -6.199 -0.963
H 2.026 -6.151 -2.697
H -0.270 -6.528 -1.211
H -0.425 -5.925 -2.842
H -2.465 -4.558 -1.758
H -2.085 -4.155 0.046
H -2.239 -5.753 -0.524
C -4.607 1.468 0.216
O -3.845 1.026 1.277
C -4.519 0.044 2.044
C -3.848 0.044 3.424
O -2.448 0.006 3.201
C -1.678 -0.701 4.088
H -4.378 2.496 -0.067
H -5.681 1.431 0.403
H -4.363 0.936 -0.703
H -4.423 -0.937 1.579
H -5.581 0.285 2.094
H -4.349 -0.824 3.854
H -4.174 0.777 4.162
H -1.843 -0.572 5.157
H -0.620 -0.448 4.009
H -1.691 -1.768 3.864
*
```

Values from the calculation:
- highest occupied orbital energy (spin up / spin down) (eV) = -8.754 / -8.754
- molecular weight (g/mol) = 1005.6
- HOMO-LUMO gap (spin up / spin down) (eV) = 6.91 / 2.91

***

No. 2
One molecule with the formula C5H10F3NO in a non-equilibrium geometry. Source: OMol25; level of theory: ωB97M-V/def2-TZVPD.

Geometry as ORCA input:
```
! wB97M-V def2-TZVPD RIJCOSX def2/J DEFGRID3
* xyz 0 1
C 0.492 -1.805 -0.361
N 0.357 -1.104 0.926
C -0.225 0.264 0.961
C -1.446 0.378 0.144
C 0.989 1.369 0.150
O 0.798 1.298 -1.202
C -0.169 0.831 2.371
F -0.984 0.118 3.119
F -0.497 2.140 2.513
F 1.073 0.760 3.004
H 0.561 -2.822 -0.091
H -0.330 -1.426 -0.955
H 1.409 -1.450 -0.971
H 1.172 -1.131 1.511
H -2.269 -0.119 0.716
H -1.715 1.520 -0.146
H -1.376 -0.069 -0.804
H 0.800 2.316 0.515
H 2.063 1.002 0.208
H -0.168 1.183 -1.286
*
```

Values from the calculation:
- highest occupied orbital energy (eV) = -8.508
- structure (SMILES) = CN[C@](C)(CO)C(F)(F)F
- molecular weight (g/mol) = 157.1
- HOMO-LUMO gap (eV) = 9.21

***

No. 3
A 9-piece molecular cluster, C23H50Br6N5O7 overall in a non-equilibrium geometry. Source: OMol25; level of theory: ωB97M-V/def2-TZVPD.

Geometry as ORCA input:
```
! wB97M-V def2-TZVPD RIJCOSX def2/J DEFGRID3
* xyz -1 1
C -0.797 1.188 -0.924
C -0.383 0.416 0.295
O -0.834 -0.727 0.439
O 0.432 1.004 1.086
H -1.791 1.022 -1.343
H -0.091 0.843 -1.673
H -0.658 2.211 -0.644
Br -0.488 -3.349 -5.530
C -1.787 -1.953 -5.438
C -1.276 -0.772 -4.677
Br -2.814 0.437 -4.611
H -2.666 -2.322 -4.928
H -1.972 -1.645 -6.439
H -0.442 -0.289 -5.199
H -1.079 -1.038 -3.647
Br 1.905 -0.763 -2.895
C 2.532 -1.700 -1.218
C 3.033 -3.017 -1.797
Br 3.046 -4.403 -0.355
H 1.621 -1.849 -0.669
H 3.334 -1.169 -0.707
H 4.034 -2.941 -2.215
H 2.308 -3.394 -2.534
Br -0.686 4.078 -3.530
C 0.910 2.957 -3.756
C 1.495 3.261 -5.113
Br 2.570 1.770 -5.716
H 0.425 1.969 -3.769
H 1.578 3.078 -2.932
H 2.058 4.192 -5.097
H 0.657 3.315 -5.806
C 1.300 4.593 0.568
C 2.504 4.002 -0.082
O 3.465 4.696 -0.412
N 2.399 2.666 -0.254
C 3.566 1.953 -0.701
H 1.205 4.206 1.558
H 0.364 4.258 0.099
H 1.366 5.654 0.567
H 1.671 2.220 0.292
H 3.507 0.916 -0.458
H 4.473 2.439 -0.385
H 3.589 1.997 -1.784
C -3.747 -1.725 -1.114
C -2.887 -2.736 -1.871
O -3.299 -3.498 -2.732
N -1.627 -2.786 -1.496
C -0.765 -3.909 -1.862
H -4.332 -1.114 -1.800
H -3.085 -1.091 -0.538
H -4.403 -2.310 -0.423
H -1.234 -2.188 -0.794
H 0.226 -3.810 -1.404
H -0.604 -3.938 -2.946
H -1.153 -4.912 -1.597
C 3.420 -0.212 2.208
C 2.827 -1.479 2.658
O 3.384 -2.230 3.422
N 1.622 -1.813 2.073
C 0.932 -3.034 2.472
H 3.773 0.402 3.062
H 2.662 0.456 1.794
H 4.268 -0.427 1.488
H 1.143 -1.151 1.479
H 1.655 -3.890 2.527
H 0.118 -3.216 1.743
H 0.398 -3.015 3.420
C -3.662 0.767 1.768
C -3.801 -0.425 2.646
O -4.879 -0.824 3.085
N -2.672 -1.138 2.825
C -2.702 -2.424 3.458
H -4.230 0.492 0.885
H -2.637 0.974 1.444
H -4.160 1.700 2.115
H -1.863 -0.797 2.318
H -1.710 -2.567 3.868
H -2.988 -3.228 2.771
H -3.398 -2.395 4.287
C -1.193 3.367 3.299
C -0.723 2.559 4.491
O -1.025 2.876 5.618
N 0.021 1.409 4.163
C 0.560 0.489 5.173
H -0.499 4.133 3.009
H -2.147 3.866 3.573
H -1.334 2.752 2.421
H 0.265 1.329 3.172
H 1.169 0.910 5.959
H 1.062 -0.269 4.584
H -0.326 0.056 5.635
*
```

Values from the calculation:
- highest occupied orbital energy (eV) = -7.119
- molecular weight (g/mol) = 988.1
- HOMO-LUMO gap (eV) = 8.99

***

No. 4
One molecule with the formula C17H26N6O in a non-equilibrium geometry. Source: OMol25; level of theory: ωB97M-V/def2-TZVPD.

Geometry as ORCA input:
```
! wB97M-V def2-TZVPD RIJCOSX def2/J DEFGRID3
* xyz 0 1
C 5.075 -4.851 0.992
C 3.931 -4.155 0.261
N 2.657 -4.411 0.921
C 2.427 -3.521 2.046
C 1.354 -4.043 2.996
C 1.546 -4.529 -0.012
C 1.328 -3.264 -0.846
O 1.887 -3.082 -1.907
N 0.505 -2.359 -0.240
C 0.174 -1.061 -0.639
C -0.584 -0.284 0.239
C -0.927 1.007 -0.089
C -0.528 1.571 -1.304
C -0.904 2.948 -1.625
C -0.118 3.712 -2.658
N -1.907 3.419 -0.982
N -2.381 4.651 -1.185
C -3.423 5.116 -0.440
N -3.932 6.279 -0.604
C -5.014 6.405 0.352
C -5.156 5.011 1.023
N -3.949 4.347 0.570
C 0.215 0.780 -2.180
C 0.564 -0.517 -1.858
H 4.855 -5.911 1.092
H 5.997 -4.733 0.429
H 5.226 -4.436 1.985
H 4.137 -3.076 0.182
H 3.874 -4.548 -0.755
H 3.367 -3.473 2.600
H 2.188 -2.490 1.727
H 1.557 -5.083 3.237
H 0.354 -3.979 2.572
H 1.365 -3.461 3.914
H 1.781 -5.346 -0.699
H 0.645 -4.795 0.543
H 0.101 -2.633 0.645
H -0.895 -0.701 1.188
H -1.501 1.611 0.596
H -0.026 4.759 -2.368
H 0.883 3.303 -2.756
H -0.613 3.668 -3.629
H -1.988 5.296 -1.864
H -4.756 7.177 1.083
H -5.923 6.719 -0.165
H -6.062 4.490 0.688
H -5.170 5.076 2.114
H -3.895 3.344 0.503
H 0.515 1.166 -3.142
H 1.140 -1.113 -2.546
*
```

Values from the calculation:
- highest occupied orbital energy (eV) = -7.640
- structure (SMILES) = CCN(CC)CC(=O)Nc1ccc(/C(C)=N/NC2=NCCN2)cc1
- molecular weight (g/mol) = 330.4
- HOMO-LUMO gap (eV) = 8.28

***

No. 5
A 8-piece molecular cluster, C40H32Cl4O12 overall in a non-equilibrium geometry. Source: OMol25; level of theory: ωB97M-V/def2-TZVPD.

Geometry as ORCA input:
```
! wB97M-V def2-TZVPD RIJCOSX def2/J DEFGRID3
* xyz 0 1
O -13.466 -5.144 -11.791
C -13.314 -5.674 -12.869
C -14.330 -5.569 -13.944
C -14.116 -6.094 -15.177
C -12.865 -6.827 -15.499
O -12.551 -7.235 -16.607
C -11.918 -6.969 -14.370
C -12.119 -6.546 -13.153
H -15.230 -5.022 -13.625
H -14.910 -5.883 -15.932
H -10.996 -7.442 -14.654
H -11.430 -6.608 -12.320
O -4.454 -6.096 -13.564
C -5.429 -6.390 -14.200
C -6.029 -5.420 -15.242
C -7.144 -5.704 -15.895
C -7.929 -6.963 -15.606
O -9.002 -7.120 -16.227
C -7.332 -7.842 -14.604
C -6.224 -7.666 -13.922
H -5.393 -4.612 -15.573
H -7.419 -5.020 -16.670
H -7.810 -8.827 -14.514
H -5.850 -8.404 -13.239
O -16.619 -3.336 -24.609
C -15.960 -2.643 -23.844
C -16.071 -1.157 -23.785
C -15.342 -0.501 -22.921
C -14.229 -1.093 -22.125
O -13.450 -0.301 -21.657
C -14.132 -2.559 -22.082
C -14.913 -3.253 -22.885
H -16.893 -0.798 -24.433
H -15.240 0.613 -22.879
H -13.450 -2.931 -21.284
H -14.858 -4.340 -22.780
O -10.912 -10.743 -19.746
C -9.955 -10.020 -19.685
C -9.969 -8.681 -20.388
C -9.026 -7.797 -20.271
C -7.868 -7.949 -19.341
O -7.023 -7.101 -19.100
C -7.863 -9.364 -18.660
C -8.761 -10.317 -18.888
H -10.811 -8.496 -21.070
H -9.012 -6.840 -20.817
H -7.035 -9.617 -18.002
H -8.665 -11.286 -18.399
O -9.848 -2.587 -16.465
C -9.418 -1.676 -17.075
C -7.965 -1.313 -16.980
C -7.418 -0.457 -17.832
C -8.188 0.274 -18.887
O -7.672 0.967 -19.699
C -9.706 0.047 -18.833
C -10.221 -0.916 -18.079
H -7.192 -1.761 -16.302
H -6.384 -0.276 -17.891
H -10.261 0.430 -19.664
H -11.226 -1.300 -18.169
O -12.151 -7.271 -22.357
C -11.655 -6.688 -23.278
C -10.601 -5.620 -22.977
C -10.032 -4.955 -23.981
C -10.323 -5.333 -25.410
O -9.791 -4.765 -26.341
C -11.253 -6.492 -25.633
C -11.914 -7.078 -24.644
H -10.300 -5.572 -21.934
H -9.209 -4.287 -23.885
H -11.348 -6.912 -26.648
H -12.545 -7.989 -24.742
Cl -15.242 -6.335 -20.513
C -14.950 -8.109 -20.268
C -14.983 -8.539 -18.819
Cl -16.682 -8.629 -18.287
H -13.977 -8.229 -20.806
H -15.775 -8.614 -20.735
H -14.328 -7.909 -18.208
H -14.474 -9.497 -18.839
Cl -12.829 -3.794 -18.982
C -11.848 -5.278 -19.024
C -10.448 -5.041 -18.443
Cl -9.532 -4.040 -19.645
H -11.730 -5.561 -20.046
H -12.339 -6.048 -18.452
H -9.784 -5.866 -18.156
H -10.498 -4.361 -17.598
*
```

Values from the calculation:
- highest occupied orbital energy (eV) = -9.998
- structure (SMILES) = O=C1C=CC(=O)C=C1.O=C1C=CC(=O)C=C1.O=C1C=CC(=O)C=C1.O=C1C=CC(=O)C=C1.O=C1C=CC(=O)C=C1.O=C1C=CC(=O)C=C1.ClCCCl.ClCCCl
- molecular weight (g/mol) = 846.5
- HOMO-LUMO gap (eV) = 8.09

***

No. 6
One molecule with the formula C9H14O5 in a non-equilibrium geometry. Source: OMol25; level of theory: ωB97M-V/def2-TZVPD.

Geometry as ORCA input:
```
! wB97M-V def2-TZVPD RIJCOSX def2/J DEFGRID3
* xyz 0 1
C 0.923 -2.287 1.813
C 0.387 -0.930 1.310
O 0.733 0.014 2.284
C -1.137 -0.829 1.055
C -1.307 0.149 -0.147
O -2.247 1.191 0.179
C 0.089 0.719 -0.457
O 0.327 1.858 0.370
C 0.283 1.311 -1.886
C -0.835 2.286 -2.208
O -0.779 3.388 -1.684
C 1.059 -0.417 -0.007
C 1.261 -1.509 -1.045
O 0.370 -1.881 -1.780
H 2.040 -2.252 1.819
H 0.644 -3.069 1.098
H 0.510 -2.524 2.788
H 0.722 0.907 1.832
H -1.563 -1.820 0.816
H -1.595 -0.467 1.984
H -1.701 -0.476 -0.975
H -2.043 1.652 1.002
H -0.172 2.602 -0.032
H 0.275 0.530 -2.655
H 1.261 1.830 -1.893
H -1.797 1.975 -2.599
H 2.048 0.004 0.217
H 2.244 -1.957 -1.201
*
```

Values from the calculation:
- highest occupied orbital energy (eV) = -9.926
- structure (SMILES) = C[C@]1(O)C[C@@H](O)[C@](O)(CC=O)[C@@H]1C=O
- molecular weight (g/mol) = 202.2
- HOMO-LUMO gap (eV) = 10.36

***

No. 7
C9H46AsF6NO15 as an isolated structure in a non-equilibrium geometry. Source: OMol25; level of theory: ωB97M-V/def2-TZVPD.

Geometry as ORCA input:
```
! wB97M-V def2-TZVPD RIJCOSX def2/J DEFGRID3
* xyz -2 1
As -21.713 -26.930 -27.332
F -20.818 -25.317 -27.104
F -22.095 -26.624 -29.068
F -22.486 -28.514 -27.461
F -21.320 -27.278 -25.635
F -23.254 -26.176 -26.731
F -20.060 -27.518 -27.780
C -24.430 -24.987 -18.618
C -24.333 -24.429 -20.127
C -25.305 -25.251 -21.039
C -26.761 -24.852 -20.871
C -26.963 -23.363 -21.232
C -26.128 -22.410 -20.328
N -24.685 -22.936 -20.214
O -23.848 -22.087 -19.412
C -26.886 -22.382 -18.951
C -26.166 -21.050 -21.047
C -22.998 -24.792 -20.747
H -24.526 -26.070 -18.539
H -25.291 -24.651 -18.041
H -23.586 -24.628 -18.028
H -25.282 -26.318 -20.815
H -25.115 -25.113 -22.103
H -27.148 -25.106 -19.884
H -27.299 -25.516 -21.548
H -28.024 -23.114 -21.246
H -26.510 -23.255 -22.217
H -27.930 -22.076 -19.022
H -26.459 -21.603 -18.320
H -26.957 -23.370 -18.498
H -27.174 -20.671 -20.882
H -25.914 -21.067 -22.108
H -25.510 -20.288 -20.628
H -22.167 -24.278 -20.263
H -22.870 -24.759 -21.829
H -22.838 -25.802 -20.369
O -19.031 -22.168 -28.874
H -19.131 -23.077 -28.593
H -18.109 -21.967 -28.711
O -16.897 -30.438 -26.317
H -17.647 -29.866 -26.480
H -16.810 -30.455 -25.364
O -25.610 -21.798 -26.941
H -26.210 -21.055 -27.009
H -26.174 -22.545 -26.740
O -16.310 -26.684 -24.779
H -15.743 -26.348 -24.085
H -16.994 -27.168 -24.317
O -16.560 -25.072 -28.883
H -17.030 -25.774 -28.434
H -15.645 -25.193 -28.628
O -23.018 -31.571 -24.634
H -22.941 -30.978 -25.381
H -23.960 -31.709 -24.533
O -19.188 -28.734 -22.499
H -19.706 -29.288 -21.914
H -19.748 -28.604 -23.265
O -21.344 -33.516 -28.388
H -21.474 -32.958 -27.621
H -22.223 -33.822 -28.614
O -19.372 -22.964 -23.702
H -19.417 -23.904 -23.528
H -20.222 -22.750 -24.086
O -24.507 -24.523 -32.145
H -24.131 -24.285 -31.298
H -24.548 -25.479 -32.130
O -17.806 -27.765 -31.376
H -18.222 -27.095 -30.833
H -17.160 -27.286 -31.894
O -27.294 -25.850 -27.195
H -27.519 -25.902 -26.266
H -26.346 -25.976 -27.220
O -24.816 -28.323 -31.685
H -23.922 -28.405 -31.355
H -24.774 -28.663 -32.579
O -22.898 -21.060 -29.137
H -23.605 -21.548 -28.715
H -22.098 -21.498 -28.847
*
```

Values from the calculation:
- highest occupied orbital energy (eV) = 0.151
- molecular weight (g/mol) = 597.4
- HOMO-LUMO gap (eV) = 3.34